DFT (ωB97M-V/def2-TZVPD) results for a structure of composition C17H15BCl3F5LaN10O4.

Geometry as ORCA input:
```
! RIJCOSX wB97M-V def2-TZVPD def2/J DEFGRID3
* xyz 0 2
La -0.12 -0.43 -1.34
C 3.59 -1.15 1.45
C 2.88 -1.12 0.25
N 1.68 -0.56 0.43
N 1.60 -0.24 1.75
C 2.74 -0.59 2.37
B 0.24 0.33 2.28
N -0.13 1.64 1.49
C -0.14 2.91 1.92
C -0.50 3.73 0.87
C -0.68 2.85 -0.20
N -0.45 1.60 0.18
N -0.88 -0.75 2.08
C -1.47 -1.50 3.03
C -2.30 -2.41 2.42
C -2.14 -2.16 1.05
N -1.29 -1.16 0.85
N 0.24 0.70 3.76
C -0.83 1.21 4.42
C -0.48 1.41 5.73
C 0.87 0.99 5.78
N 1.30 0.57 4.61
H 4.58 -1.54 1.62
H 3.17 -1.48 -0.72
H 2.84 -0.41 3.43
H 0.10 3.15 2.94
H -0.62 4.80 0.88
H -0.98 3.05 -1.22
H -1.26 -1.34 4.07
H -2.92 -3.16 2.89
H -2.56 -2.69 0.21
H -1.76 1.38 3.91
H -1.09 1.80 6.52
H 1.54 0.98 6.63
N -2.47 -1.81 -2.20
N -2.12 -3.18 -2.29
C -0.76 -3.53 -2.25
O -0.39 -4.57 -2.73
O -0.02 -2.64 -1.63
H -3.24 -1.72 -1.55
H -2.79 -1.46 -3.10
H -2.64 -3.72 -2.97
Cl -2.50 -0.18 -6.05
C -1.14 0.36 -5.05
Cl 0.03 1.24 -6.05
Cl -0.34 -1.12 -4.40
C -1.65 1.32 -3.93
O -2.31 2.27 -4.28
O -1.31 0.98 -2.73
F 2.15 -0.53 -2.79
C 1.96 0.73 -3.15
F 1.70 1.44 -2.07
C 3.02 1.31 -4.09
F 4.19 1.37 -3.41
F 3.18 0.52 -5.14
F 2.69 2.53 -4.47
*
```

Calculated values
* energy: -3441.924539 Ha
* energy relative to the best compared isomer or geometry (same formula, charge and spin): 0.000 eV
* lowest unoccupied orbital energy (spin up / spin down): 0.3 / -2.1 eV
* ⟨S²⟩: 0.752
* highest occupied orbital energy (spin up / spin down): -9.56 / -9.56 eV
* orbital gap (spin up / spin down): 9.851 / 7.469 eV

---

DFT (ωB97M-V/def2-TZVPD) results for a structure of composition C22H35NO4P2Zn.

Geometry as ORCA input:
```
! RIJCOSX wB97M-V def2-TZVPD def2/J DEFGRID3
* xyz 0 1
P 0.29 -1.56 -4.71
P 0.42 1.99 -3.48
C 0.64 0.02 -5.64
C 1.30 1.14 -4.85
H -0.26 0.34 -6.21
H 1.36 -0.34 -6.43
H 2.24 0.77 -4.44
H 1.55 1.93 -5.58
C -0.45 3.21 -4.63
H -0.84 4.05 -4.04
H -1.30 2.79 -5.19
H 0.25 3.62 -5.37
C 1.93 2.86 -2.96
H 2.19 3.54 -3.77
H 2.77 2.13 -2.80
H 1.66 3.42 -2.05
C -0.42 -2.46 -6.14
H -0.70 -3.49 -5.88
H 0.27 -2.49 -6.98
H -1.33 -1.95 -6.47
C 1.86 -2.34 -4.31
H 2.66 -1.61 -4.12
H 2.19 -2.97 -5.16
H 1.78 -3.00 -3.44
Zn 2.51 1.03 -1.39
C -2.32 1.02 -3.48
C -2.55 0.50 -4.72
C -3.81 -0.29 -4.88
C -3.72 -1.56 -3.95
C -2.39 -2.13 -4.12
C -1.14 -1.85 -3.42
C -1.05 -0.80 -2.19
C -2.10 0.32 -2.18
C 3.21 -0.81 -1.09
H -2.40 2.11 -3.45
H -2.16 0.96 -5.62
H -4.03 -0.53 -5.94
H -4.65 0.34 -4.52
H -4.01 -1.32 -2.91
H -4.51 -2.27 -4.26
H -2.39 -2.98 -4.80
H -0.68 -2.74 -2.92
H -0.03 -0.36 -2.10
H -1.12 -1.33 -1.21
H -3.04 -0.12 -1.85
H -1.85 1.08 -1.39
H 4.31 -0.97 -1.03
H 2.77 -1.39 -1.91
H 2.78 -1.17 -0.13
O 0.65 1.59 0.08
C 1.58 1.68 0.95
O 2.82 1.87 0.64
C 1.26 1.53 2.42
C 2.23 1.00 3.29
C 1.88 0.65 4.59
C 0.58 0.92 5.07
C -0.39 1.48 4.22
C -0.04 1.78 2.90
N 0.26 0.66 6.43
O 1.14 0.21 7.20
O -0.90 0.90 6.83
H 3.26 0.84 2.95
H 2.60 0.20 5.28
H -1.41 1.61 4.58
H -0.79 2.24 2.25
*
```

Calculated values
* energy: -3676.689658 Ha
* energy relative to the best compared isomer or geometry (same formula, charge and spin): 5.580 eV
* lowest unoccupied orbital energy: -0.9 eV
* highest occupied orbital energy: -5.14 eV
* orbital gap: 4.250 eV

---

DFT (ωB97M-V/def2-TZVPD) results for a structure of composition C27H29BaN7O2S.

Geometry as ORCA input:
```
! RIJCOSX wB97M-V def2-TZVPD def2/J DEFGRID3
* xyz 0 1
Ba -1.68 -0.35 0.60
N 0.06 -2.44 3.97
C 0.26 -1.62 2.90
S 0.52 -2.41 1.37
N 0.16 -0.34 3.16
N 0.58 0.51 2.16
C 0.21 1.73 2.28
C -0.72 2.31 3.29
C -0.26 3.08 4.35
C -1.15 3.65 5.25
C -2.51 3.45 5.06
C -2.98 2.70 4.00
C -2.10 2.11 3.08
O -2.53 1.41 2.05
H -0.12 -3.41 3.79
H -0.26 -2.01 4.82
H 0.58 2.39 1.49
H 0.81 3.22 4.47
H -0.78 4.24 6.08
H -3.22 3.90 5.75
H -4.05 2.56 3.85
N -3.99 0.74 -1.39
C -4.42 -0.13 -2.40
C -5.64 -0.06 -3.00
C -6.02 -0.98 -4.00
C -5.16 -1.95 -4.42
C -3.88 -2.06 -3.81
C -2.94 -3.05 -4.17
C -1.74 -3.12 -3.52
C -1.49 -2.20 -2.48
N -2.34 -1.26 -2.12
C -3.52 -1.17 -2.78
H -4.65 1.48 -1.18
H -3.10 1.16 -1.61
H -6.33 0.73 -2.71
H -6.99 -0.89 -4.46
H -5.43 -2.65 -5.20
H -3.18 -3.75 -4.97
H -1.00 -3.86 -3.76
H -0.56 -2.25 -1.92
C 4.43 1.22 1.46
C 3.73 -0.07 1.07
N 4.24 -0.62 -0.18
C 5.39 -1.52 -0.09
C 4.96 -2.97 -0.05
C 3.80 -0.30 -1.42
O 4.36 -0.65 -2.45
C 2.55 0.54 -1.55
C 2.56 1.61 -2.44
C 1.39 2.31 -2.65
C 0.24 1.89 -2.01
N 0.21 0.84 -1.18
C 1.35 0.20 -0.95
H 4.07 1.57 2.43
H 4.24 2.00 0.72
H 5.51 1.09 1.53
H 2.66 0.09 1.03
H 3.88 -0.83 1.84
H 5.94 -1.24 0.81
H 6.04 -1.33 -0.95
H 4.27 -3.15 0.78
H 5.82 -3.63 0.08
H 4.46 -3.24 -0.98
H 3.48 1.87 -2.95
H 1.36 3.16 -3.32
H -0.70 2.41 -2.16
H 1.30 -0.64 -0.26
*
```

Calculated values
* energy: -2003.851381 Ha
* energy relative to the best compared isomer or geometry (same formula, charge and spin): 0.087 eV
* lowest unoccupied orbital energy: -0.6 eV
* highest occupied orbital energy: -6.92 eV
* orbital gap: 6.361 eV

---

DFT (ωB97M-V/def2-TZVPD) results for an isolated molecule of C5H7NO.

Geometry as ORCA input:
```
! RIJCOSX wB97M-V def2-TZVPD def2/J DEFGRID3
* xyz 0 1
C -1.39 -0.60 0.23
C -0.74 0.41 -0.76
C 0.50 1.13 -0.22
O 1.72 0.37 -0.17
C 1.68 -0.70 0.66
N 0.71 -1.51 0.67
C -0.38 -1.70 0.02
H -1.44 -0.19 1.25
H -2.39 -0.87 -0.11
H -1.47 1.16 -1.10
H 0.31 1.54 0.78
H 0.75 1.97 -0.89
H 2.57 -0.84 1.27
H -0.44 -0.17 -1.64
*
```

Calculated values
* energy: -324.598308 Ha
* energy relative to the best compared isomer or geometry (same formula, charge and spin): 3.433 eV
* lowest unoccupied orbital energy: 0.7 eV
* highest occupied orbital energy: -7.99 eV
* orbital gap: 8.688 eV

---

DFT (ωB97M-V/def2-TZVPD) results for a structure of composition C18H30Br2F3IN2O5Si2.

Geometry as ORCA input:
```
! RIJCOSX wB97M-V def2-TZVPD def2/J DEFGRID3
* xyz 0 1
C 6.24 1.12 3.25
C 5.48 1.20 1.95
N 5.73 2.08 1.06
C 4.36 0.20 1.75
Si 2.74 1.14 1.84
I 2.50 1.86 4.20
O 1.47 0.10 1.57
Si 0.26 0.51 0.47
C -0.55 -1.12 -0.06
C 0.11 -2.37 0.56
C -0.63 -2.89 1.77
F -1.94 -3.07 1.49
Br -0.53 -1.67 3.29
C -0.07 -4.32 2.23
F -1.12 -5.07 2.57
F 0.60 -4.93 1.27
Br 1.04 -4.21 3.83
C 0.89 1.33 -1.11
C 1.98 0.59 -1.81
O 2.85 1.18 -2.44
O 1.97 -0.78 -1.76
C -1.02 1.68 1.20
C -0.66 2.81 1.90
C -1.64 3.61 2.43
C -2.94 3.24 2.23
N -3.34 2.19 1.54
C -2.36 1.45 1.05
H 5.61 1.36 4.11
H 6.60 0.10 3.38
H 7.09 1.80 3.25
H 6.50 2.67 1.38
H 4.41 -0.47 2.61
H 4.48 -0.35 0.82
H 2.72 2.32 0.96
H -0.45 -1.22 -1.14
H -1.61 -1.16 0.17
H 0.02 -3.18 -0.17
H 1.17 -2.28 0.75
H 1.15 2.38 -1.00
H 0.03 1.31 -1.80
H 2.89 -1.03 -1.93
H 0.37 3.11 2.05
H -1.35 4.48 2.99
H -3.71 3.88 2.65
H -2.64 0.57 0.48
C -1.85 0.62 -5.77
C -0.66 1.32 -5.13
O -0.52 0.95 -3.76
H -2.77 0.87 -5.23
H -1.96 0.92 -6.81
H -1.72 -0.46 -5.72
H -0.80 2.40 -5.15
H 0.26 1.08 -5.66
H -0.39 0.00 -3.72
C -5.22 -2.83 -1.13
C -4.76 -1.54 -0.49
O -3.98 -0.76 -1.40
H -4.36 -3.42 -1.46
H -5.80 -3.43 -0.43
H -5.83 -2.63 -2.01
H -4.13 -1.74 0.38
H -5.62 -0.95 -0.16
H -4.53 -0.56 -2.16
*
```

Calculated values
* energy: -7514.046581 Ha
* lowest unoccupied orbital energy: 0.3 eV
* highest occupied orbital energy: -9.59 eV
* orbital gap: 9.897 eV

---

DFT (ωB97M-V/def2-TZVPD) results for a structure of composition C49H44N6O2SSbV.

Geometry as ORCA input:
```
! RIJCOSX wB97M-V def2-TZVPD def2/J DEFGRID3
* xyz 1 4
V -0.06 0.16 0.33
C 0.14 1.26 -3.95
C -1.20 1.24 -4.30
C -2.14 0.94 -3.32
C -1.71 0.68 -2.03
N -0.40 0.68 -1.72
C 0.50 0.97 -2.64
C -2.65 0.38 -0.91
C -4.04 0.37 -1.00
C -4.78 0.06 0.13
C -4.14 -0.23 1.33
C -2.75 -0.19 1.37
N -2.07 0.11 0.26
C -1.91 -0.39 2.59
C -2.44 -0.50 3.86
C -1.59 -0.58 4.94
C -0.22 -0.54 4.73
C 0.25 -0.44 3.43
N -0.57 -0.38 2.38
H 0.91 1.48 -4.68
H -1.51 1.44 -5.31
H -3.19 0.91 -3.57
H 1.53 0.94 -2.32
H -4.54 0.60 -1.93
H -5.86 0.04 0.08
H -4.72 -0.47 2.21
H -3.51 -0.51 4.01
H -1.98 -0.65 5.95
H 0.49 -0.59 5.55
H 1.31 -0.41 3.20
O 3.76 1.54 0.05
C 2.63 1.26 0.37
O 1.98 0.19 0.07
C 1.83 2.21 1.26
C 2.47 3.16 2.04
C 1.70 3.92 2.91
C 0.33 3.72 2.95
C -0.23 2.78 2.10
N 0.51 2.02 1.29
H 3.54 3.26 1.96
H 2.17 4.65 3.56
H -0.32 4.30 3.60
H -1.30 2.62 2.07
N -0.37 4.99 -3.22
C -0.69 5.26 -1.93
S -1.26 4.05 -0.94
N -0.54 6.56 -1.59
C -0.72 7.17 -0.32
C -1.38 8.39 -0.27
C -1.52 9.05 0.93
C -1.01 8.50 2.10
C -0.35 7.28 2.04
C -0.19 6.61 0.84
H -0.42 4.03 -3.50
H 0.13 5.64 -3.79
H -0.39 7.21 -2.34
H -1.79 8.81 -1.18
H -2.04 10.00 0.96
H -1.12 9.02 3.04
H 0.07 6.86 2.95
H 0.34 5.67 0.79
C -2.54 -3.48 -1.08
C -1.83 -4.56 -0.30
C -2.48 -5.77 -0.09
C -1.87 -6.80 0.59
C -0.59 -6.64 1.08
C 0.07 -5.44 0.88
C -0.53 -4.39 0.19
Sb 0.49 -2.58 -0.32
C 0.95 -3.12 -2.33
C 0.32 -2.36 -3.30
C 0.47 -2.63 -4.65
C 1.28 -3.69 -5.04
C 1.90 -4.47 -4.07
C 1.74 -4.21 -2.71
C 2.39 -5.15 -1.74
C 2.20 -2.80 0.94
C 1.87 -3.12 2.26
C 2.83 -3.17 3.26
C 4.15 -2.89 2.93
C 4.48 -2.54 1.63
C 3.52 -2.48 0.62
C 3.97 -2.03 -0.74
H -3.62 -3.67 -1.10
H -2.20 -3.45 -2.12
H -2.38 -2.49 -0.65
H -3.49 -5.90 -0.48
H -2.40 -7.74 0.74
H -0.10 -7.44 1.62
H 1.08 -5.34 1.26
H -0.33 -1.54 -3.01
H -0.03 -2.02 -5.39
H 1.43 -3.92 -6.09
H 2.52 -5.30 -4.38
H 3.40 -5.41 -2.06
H 1.82 -6.08 -1.68
H 2.46 -4.75 -0.73
H 0.84 -3.34 2.53
H 2.55 -3.44 4.27
H 4.92 -2.93 3.69
H 5.50 -2.30 1.39
H 4.27 -0.98 -0.69
H 3.18 -2.11 -1.49
H 4.82 -2.62 -1.08
*
```

Calculated values
* energy: -3955.075223 Ha
* energy relative to the best compared isomer or geometry (same formula, charge and spin): 0.223 eV
* lowest unoccupied orbital energy (spin up / spin down): -2.9 / -3.2 eV
* ⟨S²⟩: 3.768
* highest occupied orbital energy (spin up / spin down): -9.65 / -10.32 eV
* orbital gap (spin up / spin down): 6.701 / 7.120 eV

---

DFT (ωB97M-V/def2-TZVPD) results for an isolated molecule of C4H10ClO3PS.

Geometry as ORCA input:
```
! RIJCOSX wB97M-V def2-TZVPD def2/J DEFGRID3
* xyz 0 1
C 0.10 -0.70 -1.89
C 0.27 -0.79 -0.32
C 1.48 -1.75 -0.06
C -0.96 -1.28 0.33
O 0.62 0.53 0.20
O -0.09 1.68 -0.31
P -0.81 2.55 0.89
O 0.40 3.01 1.83
S -2.20 1.84 2.08
Cl -1.14 4.18 -0.13
H -0.75 -0.14 -2.24
H 0.98 -0.12 -2.21
H 0.28 -1.66 -2.58
H 2.43 -1.29 0.33
H 1.81 -2.33 -0.99
H 1.33 -2.39 0.75
H -1.72 -0.65 -0.04
H -1.25 -2.29 0.16
H -0.96 -0.97 1.44
H 0.19 2.58 2.76
*
```

Calculated values
* energy: -1583.821178 Ha
* energy relative to the best compared isomer or geometry (same formula, charge and spin): 0.000 eV
* lowest unoccupied orbital energy: 0.5 eV
* highest occupied orbital energy: -9.49 eV
* SMILES string: CC(C)(C)OO[P@](O)(=S)Cl
* orbital gap: 9.946 eV

---

DFT (ωB97M-V/def2-TZVPD) results for a structure of composition C11H42N10O13.

Geometry as ORCA input:
```
! RIJCOSX wB97M-V def2-TZVPD def2/J DEFGRID3
* xyz 0 1
C 1.32 -2.27 -3.09
C 1.58 -0.82 -3.45
O 1.23 -0.03 -2.32
O 2.04 -2.58 -1.90
H 1.57 -3.02 -3.84
H 0.23 -2.28 -2.92
H 1.08 -0.44 -4.34
H 2.66 -0.78 -3.64
H 1.49 -0.55 -1.54
H 2.66 -3.30 -1.99
C -2.57 3.11 0.46
C -2.02 4.48 -0.04
O -1.47 5.15 1.08
O -1.54 2.33 1.01
H -3.06 2.70 -0.43
H -3.34 3.33 1.20
H -2.81 5.08 -0.48
H -1.17 4.27 -0.69
H -0.65 4.71 1.28
H -1.00 2.79 1.68
C -1.56 -4.05 -0.92
C -1.22 -3.14 0.25
O 0.05 -2.51 0.07
O -0.48 -5.01 -0.99
H -1.61 -3.48 -1.85
H -2.47 -4.61 -0.71
H -1.08 -3.76 1.15
H -2.01 -2.41 0.38
H 0.59 -3.00 -0.57
H -0.84 -5.70 -1.56
C 1.80 3.74 -1.64
O 2.68 4.45 -1.12
N 1.54 2.52 -1.13
N 0.83 4.23 -2.45
H 1.18 1.74 -1.67
H 1.97 2.33 -0.24
H 1.03 5.08 -2.95
H 0.00 3.73 -2.66
C 1.98 3.48 2.04
O 0.79 3.62 2.37
N 2.49 2.23 1.91
N 2.88 4.48 2.15
H 1.87 1.47 2.10
H 3.44 2.06 1.62
H 3.64 4.49 1.48
H 2.60 5.36 2.53
C 3.44 -2.31 2.98
O 3.67 -1.84 4.10
N 2.47 -1.83 2.15
N 3.93 -3.51 2.58
H 1.84 -1.06 2.27
H 2.36 -2.33 1.28
H 3.49 -4.05 1.87
H 4.61 -4.02 3.12
C -3.41 -0.87 1.09
O -3.54 -0.46 -0.07
N -2.37 -0.48 1.84
N -4.36 -1.62 1.71
H -1.87 0.32 1.45
H -2.08 -0.81 2.74
H -5.23 -1.90 1.30
H -4.04 -2.00 2.58
C -1.58 -1.64 -2.75
O -0.79 -1.91 -3.65
N -2.69 -2.41 -2.48
N -1.44 -0.62 -1.86
H -3.32 -2.10 -1.76
H -2.79 -3.31 -2.91
H -0.58 -0.10 -1.83
H -2.23 -0.30 -1.29
O 0.07 0.57 3.68
H -0.88 0.44 3.72
H 0.27 0.70 2.74
O 0.55 0.16 0.80
H -0.11 0.76 0.41
H 0.25 -0.74 0.52
*
```

Calculated values
* energy: -1970.054034 Ha
* energy relative to the best compared isomer or geometry (same formula, charge and spin): 3.764 eV
* lowest unoccupied orbital energy: 0.2 eV
* highest occupied orbital energy: -8.67 eV
* orbital gap: 8.822 eV